Record 1
Density functional theory data (the ωB97M-V functional and the def2-TZVPD basis) for the molecule C4H6N2S at a distorted geometry.

HOMO energy, eV: -8.039
SMILES: SC/N=C/N1C=C1
LUMO energy, eV: 0.9
Largest force on an atom, Eh/bohr: 0.092
M, Da: 114.173

```
! RIJCOSX wB97M-V def2-TZVPD def2/J DEFGRID3
* xyz 0 1
S -0.065 -0.307 -2.950
N 0.488 -0.523 -0.259
N -0.924 -0.036 1.429
C -0.664 -0.058 0.088
C 0.924 -0.901 -1.564
C -0.984 1.068 2.409
C 0.066 0.318 2.326
H 0.479 0.833 -3.028
H -1.674 1.843 2.903
H 1.011 -1.868 -1.763
H 1.052 0.187 2.717
H -1.645 -0.033 -0.559
H 1.937 -0.524 -1.748
*
```

Record 2
Density functional theory data (the ωB97M-V functional and the def2-TZVPD basis) for a cluster of 2 separate species, C4H6N2S in total at a distorted geometry.

HOMO energy, eV: -8.168
LUMO energy, eV: -0.5
Largest force on an atom, Eh/bohr: 0.099
M, Da: 114.173

```
! RIJCOSX wB97M-V def2-TZVPD def2/J DEFGRID3
* xyz 0 1
S -3.254 -0.268 -0.115
N -0.136 -0.939 0.262
N -1.755 0.697 0.144
C -0.526 0.360 0.218
C 0.629 1.285 0.005
C 1.770 0.463 -0.105
C 1.250 -1.039 0.071
H -4.178 1.235 0.630
H -0.541 -1.492 -0.604
H 1.686 -1.635 -0.674
H 1.687 -1.624 0.948
H 2.829 0.545 -0.738
H 0.539 2.412 -0.042
*
```

Record 3
Density functional theory data (the ωB97M-V functional and the def2-TZVPD basis) for the molecule C4H6N2S at a distorted geometry.

HOMO energy, eV: -8.403
SMILES: [H]/N=C/N1C[C@H]1C=S
LUMO energy, eV: 0.1
Largest force on an atom, Eh/bohr: 0.108
M, Da: 114.173

```
! RIJCOSX wB97M-V def2-TZVPD def2/J DEFGRID3
* xyz 0 1
S -2.463 0.202 -0.024
N 1.105 1.771 0.094
N 1.509 -0.530 -0.415
C -0.884 -0.046 0.213
C 1.163 -1.582 0.424
C 0.111 -0.952 -0.377
C 2.039 0.806 -0.044
H 1.113 -1.318 1.456
H 3.205 0.674 -0.177
H 1.547 -2.507 0.329
H 1.591 2.714 0.045
H -0.507 0.565 0.923
H -0.419 -1.397 -1.239
*
```

Record 4
Density functional theory data (the ωB97M-V functional and the def2-TZVPD basis) for the molecule C4H6N2S2 at a distorted geometry.

HOMO energy, eV: -8.966
SMILES: S=C(S)[C@H]1CC=NN1
LUMO energy, eV: -0.4
Largest force on an atom, Eh/bohr: 0.050
M, Da: 146.240

```
! RIJCOSX wB97M-V def2-TZVPD def2/J DEFGRID3
* xyz 0 1
S -2.849 -0.349 -0.136
S -1.532 2.186 -0.359
N 0.790 0.979 0.917
N 1.636 1.162 -0.194
C -1.395 0.625 -0.042
C -0.202 0.025 0.608
C 0.633 -0.966 -0.294
C 1.587 0.106 -0.895
H 2.386 -0.195 -1.656
H 0.492 1.845 1.283
H -0.574 -0.624 1.415
H 1.175 -1.704 0.310
H 0.051 -1.604 -0.998
H -2.197 -1.487 0.042
*
```

Record 5
Density functional theory data (the ωB97M-V functional and the def2-TZVPD basis) for the molecule C4H6N2S2 at a distorted geometry.

HOMO energy, eV: -8.666
SMILES: S=CNC1=NCCS1
LUMO energy, eV: -0.1
Largest force on an atom, Eh/bohr: 0.103
M, Da: 146.240

```
! RIJCOSX wB97M-V def2-TZVPD def2/J DEFGRID3
* xyz 0 1
S 3.478 -1.012 0.013
S 0.142 -1.410 -0.059
N 1.512 1.057 0.138
N -0.802 0.962 0.078
C -1.912 0.085 -0.228
C 0.293 0.350 0.177
C -1.642 -1.250 0.207
C 2.843 0.564 -0.065
H -2.239 0.168 -1.245
H -1.823 -1.630 1.300
H 1.311 2.085 0.057
H -2.680 0.655 0.359
H 3.689 1.420 -0.295
H -2.168 -2.043 -0.439
*
```

Record 6
Density functional theory data (the ωB97M-V functional and the def2-TZVPD basis) for the molecule C4H6N2S2 at a distorted geometry.

HOMO energy, eV: -8.586
SMILES: Cn1nccc1SS
LUMO energy, eV: 0.3
Largest force on an atom, Eh/bohr: 0.020
M, Da: 146.240

```
! RIJCOSX wB97M-V def2-TZVPD def2/J DEFGRID3
* xyz 0 1
S -3.490 0.416 0.282
S -1.948 -0.829 -0.200
N 0.679 -0.292 0.198
N 1.599 0.663 0.266
C -0.546 0.225 -0.043
C 1.030 -1.675 0.330
C -0.404 1.596 -0.128
C 0.963 1.805 0.081
H -3.787 0.837 -0.956
H 0.930 -2.192 -0.627
H 2.065 -1.720 0.662
H 1.498 2.733 0.100
H 0.381 -2.160 1.061
H -1.168 2.325 -0.296
*
```

Record 7
Density functional theory data (the ωB97M-V functional and the def2-TZVPD basis) for the molecule C4H6N2S2 at a distorted geometry.

HOMO energy (alpha / beta), eV: -7.531 / -6.952
LUMO energy (alpha / beta), eV: 0.0 / -0.3
Largest force on an atom, Eh/bohr: 0.114
M, Da: 146.240

```
! RIJCOSX wB97M-V def2-TZVPD def2/J DEFGRID3
* xyz 0 1
S -1.466 -1.360 1.015
S 0.635 -1.925 -0.827
N -0.456 -0.691 -1.384
N -0.262 -0.506 1.725
C -2.498 0.359 -0.785
C 1.542 -1.048 0.177
C 2.523 -0.231 0.631
C -1.544 -0.488 -0.573
H -0.433 -0.497 -2.304
H -3.134 0.455 0.093
H 3.427 -0.243 0.200
H -2.568 1.042 -1.608
H 2.215 0.384 1.446
H -0.110 -0.785 2.690
*
```

Record 8
Density functional theory data (the ωB97M-V functional and the def2-TZVPD basis) for the molecule C4H6N2S2 at a distorted geometry.

HOMO energy, eV: -9.104
SMILES: C=C(/C=N\S)/C=N\S
LUMO energy, eV: -0.4
Largest force on an atom, Eh/bohr: 0.072
M, Da: 146.240

```
! RIJCOSX wB97M-V def2-TZVPD def2/J DEFGRID3
* xyz 0 1
S 1.634 0.432 1.741
S -0.676 2.460 -1.575
N 1.421 -1.369 1.554
N -1.223 1.756 0.049
C 0.582 -1.587 0.653
C -0.953 0.591 0.424
C -0.323 -0.769 -0.137
C -0.561 -1.069 -1.411
H -0.848 3.773 -1.249
H -1.350 -0.674 -1.953
H 3.168 0.687 2.022
H -1.357 0.377 1.478
H 0.649 -2.576 0.318
H -0.162 -2.033 -1.913
*
```

Record 9
Density functional theory data (the ωB97M-V functional and the def2-TZVPD basis) for a structure of composition C4H6N2S2 at a distorted geometry.

HOMO energy, eV: -7.861
LUMO energy, eV: 0.4
Largest force on an atom, Eh/bohr: 0.106
M, Da: 146.240

```
! RIJCOSX wB97M-V def2-TZVPD def2/J DEFGRID3
* xyz 0 1
S -1.595 -1.599 -0.926
S 1.248 -1.481 1.395
N 0.329 3.237 -0.389
N -0.726 1.029 -0.840
C 0.314 1.782 -0.306
C -0.573 -0.267 -0.391
C 0.528 -0.271 0.424
C 1.066 0.961 0.443
H 1.985 1.295 0.884
H -1.730 1.481 -0.924
H -2.775 -0.990 -0.277
H 1.565 3.444 -0.917
H 0.902 -2.664 0.638
H 0.372 3.614 0.686
*
```

Record 10
Density functional theory data (the ωB97M-V functional and the def2-TZVPD basis) for the molecule C4H6N2S3 at a distorted geometry.

HOMO energy, eV: -8.366
SMILES: Cn1sc(=S)n(C)c1=S
LUMO energy, eV: -0.3
Largest force on an atom, Eh/bohr: 0.071
M, Da: 178.307

```
! RIJCOSX wB97M-V def2-TZVPD def2/J DEFGRID3
* xyz 0 1
S 1.938 -0.825 -0.044
S -3.378 -0.592 0.117
S -1.148 1.916 -0.034
N 0.382 1.256 -0.054
N -0.693 -0.806 0.019
C -0.682 -2.261 -0.037
C -1.824 -0.107 0.001
C 0.502 -0.091 -0.017
C 1.509 2.162 0.080
H -1.689 -2.766 0.090
H 1.932 2.068 1.162
H -0.219 -2.528 -1.033
H 0.133 -2.603 0.665
H 1.096 3.217 -0.057
H 2.142 1.959 -0.858
*
```

Record 11
Density functional theory data (the ωB97M-V functional and the def2-TZVPD basis) for a cluster of 2 separate species, C4H6N3 in total at a distorted geometry.

HOMO energy (alpha / beta), eV: -14.184 / -14.649
LUMO energy (alpha / beta), eV: -6.9 / -6.0
Largest force on an atom, Eh/bohr: 0.069
M, Da: 96.113

```
! RIJCOSX wB97M-V def2-TZVPD def2/J DEFGRID3
* xyz 1 1
N -1.746 0.017 1.693
N -1.089 0.928 2.520
N 0.145 0.402 -1.029
C 0.128 0.411 2.498
C -0.441 0.020 1.280
C 1.345 -0.085 -1.514
C -0.008 -0.611 -1.956
H 1.951 -0.819 -0.992
H 1.943 0.667 -2.029
H 1.052 0.678 2.956
H -0.564 -0.293 -2.838
H -2.525 0.336 1.117
H -0.191 -1.651 -1.707
*
```

Record 12
Density functional theory data (the ωB97M-V functional and the def2-TZVPD basis) for the ion C4H6N3 with charge +1 at a distorted geometry.

HOMO energy (alpha / beta), eV: -15.790 / -15.493
LUMO energy (alpha / beta), eV: -8.2 / -7.2
Largest force on an atom, Eh/bohr: 0.074
M, Da: 96.113

```
! RIJCOSX wB97M-V def2-TZVPD def2/J DEFGRID3
* xyz 1 1
N 1.014 1.837 -0.822
N -0.828 2.721 0.668
N -0.916 1.605 0.809
C 1.270 -0.596 -1.139
C -0.333 0.445 0.561
C -1.150 -0.712 0.954
C 0.708 0.662 -0.527
H 2.114 -0.300 -1.638
H 1.631 -1.364 -0.500
H 0.512 -1.236 -1.575
H -1.988 -0.843 0.269
H -0.526 -1.597 0.984
H -1.508 -0.622 1.956
*
```

Record 13
Density functional theory data (the ωB97M-V functional and the def2-TZVPD basis) for the ion C4H6N3 with charge +1 at a distorted geometry.

HOMO energy, eV: -15.412
SMILES: C[C@@H]1C(=[NH2+])N1C#N
LUMO energy, eV: -4.7
Largest force on an atom, Eh/bohr: 0.106
M, Da: 96.113

```
! RIJCOSX wB97M-V def2-TZVPD def2/J DEFGRID3
* xyz 1 1
N -3.724 -0.540 0.314
N -0.933 1.973 0.283
N -1.601 -0.168 -0.623
C -0.130 -0.363 -0.780
C -0.828 0.815 -0.175
C -2.783 -0.577 -0.343
C 0.747 -1.188 0.152
H -1.774 2.351 0.606
H 0.071 -1.855 0.770
H 1.323 -0.727 0.828
H 0.249 -0.190 -1.826
H -0.167 2.598 0.305
H 1.475 -1.899 -0.335
*
```

Record 14
Density functional theory data (the ωB97M-V functional and the def2-TZVPD basis) for the ion C4H6N3 with charge +1 at a distorted geometry.

HOMO energy (alpha / beta), eV: -14.551 / -14.550
LUMO energy (alpha / beta), eV: -6.2 / -6.2
Largest force on an atom, Eh/bohr: 0.088
M, Da: 96.113

```
! RIJCOSX wB97M-V def2-TZVPD def2/J DEFGRID3
* xyz 1 1
N 0.500 -1.801 -0.317
N -0.714 0.826 -0.884
N 1.195 -0.431 -1.494
C -0.790 0.733 0.431
C 0.262 0.083 1.228
C 0.363 -1.417 0.836
C 0.330 0.438 -1.728
H 0.405 1.051 -2.564
H 0.174 -2.193 1.493
H 1.398 0.306 0.987
H 0.086 0.034 2.274
H -1.540 1.290 -1.174
H -1.669 1.083 0.912
*
```

Record 15
Density functional theory data (the ωB97M-V functional and the def2-TZVPD basis) for the ion C4H6N3 with charge +1 at a distorted geometry.

HOMO energy (alpha / beta), eV: -10.732 / -15.363
LUMO energy (alpha / beta), eV: -4.7 / -7.7
⟨S²⟩: 2.026
Largest force on an atom, Eh/bohr: 0.132
M, Da: 96.113

```
! RIJCOSX wB97M-V def2-TZVPD def2/J DEFGRID3
* xyz 1 3
N 0.793 1.248 -0.006
N -1.435 0.950 0.009
N 0.871 -0.101 0.022
C -0.446 1.767 -0.007
C 1.974 -0.709 0.005
C -1.464 -0.291 0.010
C -1.933 -1.488 -0.005
H -0.602 2.833 -0.010
H 1.629 1.829 0.001
H 1.953 -1.785 0.025
H -1.286 -2.346 0.040
H -2.994 -1.690 -0.059
H 2.941 -0.217 -0.024
*
```

Record 16
Density functional theory data (the ωB97M-V functional and the def2-TZVPD basis) for the ion C4H6N3O with charge +1 at a distorted geometry.

HOMO energy (alpha / beta), eV: -14.833 / -13.828
LUMO energy (alpha / beta), eV: -6.4 / -7.4
Largest force on an atom, Eh/bohr: 0.101
M, Da: 112.112

```
! RIJCOSX wB97M-V def2-TZVPD def2/J DEFGRID3
* xyz 1 1
O 2.038 0.281 1.778
N 1.236 0.182 0.773
N -0.953 2.597 -1.524
N 0.143 -1.260 -0.698
C -1.256 0.667 0.143
C 1.231 -0.771 -0.016
C -1.151 -0.715 -0.248
C -1.071 1.755 -0.756
H -1.433 -1.285 0.572
H -1.868 -0.633 -1.031
H -1.637 0.923 1.061
H 2.352 1.286 1.900
H 2.088 -1.353 -0.308
H 0.281 -1.675 -1.646
*
```

Record 17
Density functional theory data (the ωB97M-V functional and the def2-TZVPD basis) for the ion C4H6N3O with charge +1 at a distorted geometry.

HOMO energy, eV: -14.700
SMILES: [NH2+]=C1NCN=CC1=O
LUMO energy, eV: -5.5
Largest force on an atom, Eh/bohr: 0.077
M, Da: 112.112

```
! RIJCOSX wB97M-V def2-TZVPD def2/J DEFGRID3
* xyz 1 1
O 1.800 -1.469 0.769
N -1.159 -1.130 -1.129
N 1.436 1.096 1.331
N -0.530 0.903 -0.031
C -1.415 0.186 -0.894
C -0.141 -1.747 -0.662
C 0.598 0.439 0.540
C 0.815 -1.038 0.243
H -2.473 0.327 -0.756
H -0.126 -2.724 -1.157
H -0.832 1.786 0.274
H 1.242 2.111 1.625
H -1.408 0.617 -1.916
H 2.191 0.644 1.763
*
```

Record 18
Density functional theory data (the ωB97M-V functional and the def2-TZVPD basis) for the ion C4H6N3O with charge +1 at a distorted geometry.

HOMO energy (alpha / beta), eV: -13.602 / -13.603
SMILES: C=[NH+][C@H]1N=CC=[N+]1[O-]
LUMO energy (alpha / beta), eV: -6.3 / -6.3
Largest force on an atom, Eh/bohr: 0.099
M, Da: 112.112

```
! RIJCOSX wB97M-V def2-TZVPD def2/J DEFGRID3
* xyz 1 1
O -1.711 1.681 0.042
N -1.460 0.506 -0.111
N 0.858 0.899 -0.667
N -0.182 -1.270 -0.954
C -0.252 0.132 -1.174
C 1.238 0.899 0.606
C -1.011 -1.660 -0.080
C -1.790 -0.563 0.510
H 1.918 1.716 0.862
H 0.683 0.102 1.286
H -1.411 -2.628 0.025
H -0.585 0.219 -2.160
H -2.396 -0.670 1.397
H 1.385 1.468 -1.372
*
```

Record 19
Density functional theory data (the ωB97M-V functional and the def2-TZVPD basis) for a structure of composition C4H6N3O2 at a distorted geometry.

HOMO energy, eV: -4.750
LUMO energy, eV: 3.9
Largest force on an atom, Eh/bohr: 0.094
M, Da: 128.111

```
! RIJCOSX wB97M-V def2-TZVPD def2/J DEFGRID3
* xyz -1 1
O -1.524 -1.315 -1.027
O -2.914 0.138 -0.053
N 1.869 0.505 -1.962
N 0.864 -0.369 0.105
N -0.753 0.398 0.316
C 1.105 -1.645 0.629
C -0.480 1.836 0.225
C -1.787 -0.337 -0.386
C 1.388 0.111 -0.975
H -1.493 2.202 0.331
H 0.643 -1.721 1.673
H 0.244 2.286 1.048
H 0.006 2.193 -0.611
H 2.323 -1.889 0.508
H 0.509 -2.394 0.180
*
```

Record 20
Density functional theory data (the ωB97M-V functional and the def2-TZVPD basis) for a structure of composition C4H6N4 at a distorted geometry.

HOMO energy, eV: -8.112
LUMO energy, eV: 0.0
Largest force on an atom, Eh/bohr: 0.109
M, Da: 110.120

```
! RIJCOSX wB97M-V def2-TZVPD def2/J DEFGRID3
* xyz 0 1
N 2.333 0.204 -0.095
N -1.108 -1.134 -0.098
N -2.704 0.712 0.003
N -0.022 2.323 -0.004
C 0.895 0.066 -0.123
C 0.272 -1.205 0.088
C -0.099 1.079 -0.165
C -1.574 0.186 0.080
H -3.401 -0.056 -0.186
H 2.856 -0.665 -0.669
H 0.713 -2.230 0.196
H -1.894 -2.047 -0.183
H 0.855 2.704 0.079
H 2.880 0.064 1.076
*
```